Entry 1:
Here is a molecular structure, C18H37GaN3S3Si2 from the OMol25 dataset. Energies are from ωB97M-V with the def2-TZVPD basis set.

```
64
Properties=species:S:1:pos:R:3:forces:R:3:mulliken_charge:R:1
Ga -0.34546 -0.46336 -0.10451 -0.021 -0.080 -0.149 -3.008
C -2.11958 2.66982 -0.81091 -0.017 0.068 0.002 -0.581
C -3.47480 2.21120 -0.28883 -0.012 0.046 0.009 -0.977
S -3.71529 0.41701 -0.27825 0.023 0.014 -0.091 -0.099
C -4.24455 0.08060 1.41049 -0.021 -0.036 0.069 -0.807
C -3.28631 0.46063 2.53121 0.052 0.030 0.033 -0.963
S -1.56532 -0.09280 2.31784 -0.115 -0.123 0.083 0.208
C -0.66707 1.42795 2.69149 0.115 -0.040 0.042 -0.724
C -0.93998 2.59768 1.75574 0.013 -0.007 0.039 -0.973
S -0.61129 2.12992 0.04202 -0.021 0.092 0.049 0.252
H -2.09462 3.76128 -0.80954 -0.005 -0.009 -0.035 0.579
H -1.97843 2.35373 -1.84405 0.018 -0.046 0.009 0.065
H -4.23531 2.64327 -0.93971 -0.002 0.019 0.012 0.578
H -3.67218 2.59541 0.71116 0.004 -0.038 0.009 0.498
H -4.44073 -0.99309 1.42092 0.023 -0.010 -0.016 0.435
H -5.20286 0.56831 1.59481 -0.005 -0.014 -0.019 0.464
H -3.64743 0.02012 3.46063 -0.017 0.030 0.006 0.541
H -3.27038 1.53921 2.67682 0.003 0.006 -0.013 0.440
H 0.38264 1.13543 2.63643 -0.003 -0.011 -0.017 -0.033
H -0.87005 1.70599 3.72576 -0.023 0.006 -0.010 0.702
H -0.27537 3.42094 2.01776 0.004 -0.006 -0.016 0.571
H -1.96005 2.96331 1.84907 -0.008 0.005 -0.015 0.478
C -0.02346 -3.11830 2.62100 -0.021 0.031 0.023 -1.174
Si 1.49679 -2.08094 2.21256 0.013 -0.227 -0.170 0.738
C 2.83866 -3.30609 1.75919 -0.003 -0.008 -0.037 -1.326
C 1.99215 -1.06876 3.72264 0.007 0.028 -0.029 -1.273
N 1.15521 -1.08464 0.80964 0.183 0.443 0.266 1.681
C 2.22767 -0.41817 0.14015 -0.081 -0.148 0.048 0.875
C 3.49404 -0.24782 0.68931 0.027 0.087 -0.004 -0.892
C 4.51444 0.35997 -0.03203 -0.011 -0.045 0.088 -0.963
C 4.26946 0.81720 -1.31190 -0.033 0.019 -0.080 -1.247
C 3.00234 0.68380 -1.86463 0.068 0.040 0.000 -0.620
C 1.96693 0.07513 -1.16292 0.007 -0.058 -0.009 0.518
N 0.65455 -0.08740 -1.66321 -0.013 0.051 -0.137 1.164
Si 0.20590 0.36024 -3.28283 -0.068 -0.049 -0.030 0.346
C 1.14130 -0.65619 -4.53631 -0.013 -0.024 -0.012 -1.203
C 0.40661 2.18777 -3.66325 0.020 -0.008 0.044 -1.011
C -1.62672 -0.06451 -3.44075 0.024 -0.023 -0.048 -0.844
H 0.33021 -4.08429 2.98960 -0.010 0.007 0.026 0.455
H -0.64321 -3.33920 1.74678 0.026 -0.016 0.032 0.109
H -0.66372 -2.68915 3.39001 -0.020 0.032 -0.021 0.324
H 3.41532 -3.60486 2.63735 -0.016 -0.007 0.011 0.353
H 3.53654 -2.92009 1.01687 0.013 0.015 0.019 0.425
H 2.38501 -4.20945 1.34511 0.002 0.002 -0.019 0.344
H 1.32765 -1.25681 4.56838 -0.014 0.021 -0.004 0.422
H 1.98676 0.00313 3.51527 -0.009 0.004 0.020 0.364
H 3.00586 -1.31169 4.04665 -0.004 -0.040 0.000 0.453
H 3.70256 -0.59265 1.69379 -0.019 -0.018 0.020 0.314
H 5.49367 0.46968 0.41376 0.002 0.003 0.004 0.435
H 5.05648 1.28555 -1.88739 0.001 0.006 -0.001 0.413
H 2.83088 1.05773 -2.86461 0.000 -0.018 0.001 0.304
H 2.22330 -0.55692 -4.45084 0.004 0.020 0.011 0.353
H 0.86054 -0.37366 -5.55346 -0.010 0.005 -0.002 0.375
H 0.89961 -1.71408 -4.40749 0.020 -0.005 -0.007 0.290
H 1.39950 2.56218 -3.41373 -0.009 0.008 -0.025 0.350
H -0.30960 2.81509 -3.12926 -0.011 0.005 0.005 0.255
H 0.24746 2.35510 -4.73137 -0.006 0.000 -0.004 0.459
H -1.76937 -1.09045 -3.79249 -0.014 -0.002 0.019 0.325
H -2.11000 0.58503 -4.17473 0.028 -0.026 -0.031 0.446
H -2.18642 0.05177 -2.51005 -0.007 0.018 0.038 0.024
N -1.50524 -2.02302 -0.70024 -0.022 -0.012 0.033 -0.040
H -1.14271 -2.24605 -1.62616 -0.013 -0.019 0.000 0.350
H -2.50240 -1.84567 -0.78279 0.032 0.001 -0.003 0.331
H -1.35012 -2.83107 -0.10199 -0.034 0.010 -0.015 0.351
```
Positions in Å, forces in eV/Å.

Its frontier orbital gap is 7.154 eV. Its total charge is +1. The relative energy (zero: lowest compared OMol25 entry of this formula, charge and spin) is 12.3 kcal per mole.



Entry 2:
Here is a molecular structure, C18H37KN6O3S at a distorted geometry from the OMol25 dataset. Energies are from ωB97M-V with the def2-TZVPD basis set.

```
66
Properties=species:S:1:pos:R:3:forces:R:3:mulliken_charge:R:1
K 0.69065 -0.94627 -0.59037 -0.341 0.273 0.315 0.845
N 2.51546 -0.43890 2.46673 -2.539 -2.204 3.530 -0.314
C 3.19535 -1.77250 2.36105 -0.329 0.228 0.627 -0.610
C 4.40693 -1.80475 1.44469 1.441 0.088 -0.892 -0.913
N 4.09639 -1.50732 0.02520 -0.863 -2.268 0.668 0.837
C 4.63608 -2.48266 -0.91467 -1.016 -1.458 0.184 -0.737
C 3.90619 -2.46721 -2.29014 -0.373 2.158 0.505 -1.040
N 2.42925 -2.67916 -2.24521 1.045 -0.981 2.697 -0.401
C 3.87854 -0.17611 -0.51689 0.681 0.831 0.612 -0.738
C 3.35401 0.85730 0.49662 1.623 -1.152 0.784 -0.550
N 2.09374 1.47738 0.27627 -0.721 1.692 -2.090 -0.188
H 2.57649 0.03527 3.40594 0.008 -1.029 -1.242 0.306
H 1.48052 -0.55354 2.24652 1.277 0.308 0.481 0.063
H 2.50882 -2.45444 1.92256 -0.946 -0.484 -0.513 0.272
H 3.36964 -2.23115 3.34146 0.437 0.437 -0.044 0.405
H 4.86845 -2.86175 1.43933 -0.849 1.591 0.270 0.419
H 5.21231 -1.12361 1.79823 -0.285 -0.266 0.062 0.328
H 4.52921 -3.56331 -0.50424 -0.143 1.652 -0.340 0.394
H 5.73526 -2.42753 -1.07949 -0.304 0.453 -0.228 0.318
H 4.39517 -3.17163 -2.89362 0.716 -1.091 -1.023 0.514
H 4.05773 -1.45443 -2.73792 0.043 -0.874 0.132 0.315
H 2.29797 -3.58564 -1.76201 -0.027 0.703 0.125 0.228
H 2.03365 -2.89907 -3.11229 -0.231 0.086 -1.981 0.226
H 3.18006 -0.29245 -1.35407 0.351 0.315 -0.151 0.291
H 4.89293 0.15152 -0.83982 -0.574 0.249 -0.616 0.256
H 4.19207 1.50565 0.74192 0.037 0.615 -0.115 0.204
H 3.05732 0.22443 1.56173 1.251 1.778 -2.574 -0.059
H 2.13589 2.32175 -0.36155 -0.203 -1.250 1.126 0.060
H 1.59890 1.74450 1.12532 0.113 -0.148 -0.193 0.176
O -0.47773 0.36142 1.73481 1.099 0.483 -0.765 -0.365
N -1.49680 -0.17994 2.15896 -0.160 -1.803 0.542 -0.648
N -1.51025 -1.50919 2.01800 0.706 2.464 0.181 0.966
O -0.63337 -2.17846 1.32415 0.464 -0.049 0.208 -0.839
C -2.59532 -2.13070 2.62026 -0.406 -1.717 -1.188 0.332
C -2.64373 -3.55663 2.46547 0.216 1.897 0.411 -0.540
C -3.81360 -4.11614 2.83184 -2.527 -1.063 0.829 -0.308
C -4.98602 -3.37054 3.08527 0.408 -0.066 0.131 -0.509
C -4.98464 -1.98852 3.04803 3.242 -0.482 0.392 -0.515
C -3.69378 -1.38059 3.01800 -1.931 0.200 -0.225 -0.345
H -1.81243 -4.13896 2.10736 0.207 0.272 0.009 0.391
H -4.00092 -5.19007 2.93238 0.633 0.194 -0.278 0.292
H -5.83315 -3.90944 3.45696 -0.649 -0.219 -0.420 0.354
H -5.82456 -1.35698 3.00229 -1.103 0.441 0.601 0.434
H -3.65367 -0.29954 3.19962 0.301 -0.607 -0.537 0.378
C 0.96399 3.49017 -2.77447 -0.673 -0.249 -1.219 -1.494
C -0.49714 3.24676 -2.34474 0.253 1.554 0.347 0.033
C -1.28000 2.48818 -3.37125 -0.832 -0.102 -1.174 -0.790
S -2.56678 1.41966 -2.65379 0.797 0.351 0.674 0.228
O -1.82048 0.91378 -1.44361 -0.845 -0.326 -0.153 -0.441
C -3.88585 2.67254 -2.14839 0.684 -1.748 0.761 -0.801
C -3.72454 3.30673 -0.79124 -0.007 1.966 0.057 -0.002
C -5.10657 3.74878 -0.23459 -0.164 -0.248 -0.913 -1.320
H 1.46172 4.03954 -1.98883 0.434 0.111 0.009 0.364
H 1.01115 4.05965 -3.74998 -0.053 -0.367 1.100 0.387
H 1.45635 2.52736 -2.98712 0.044 0.301 0.362 0.309
H -0.97727 4.25684 -2.25965 0.324 -0.758 0.209 0.154
H -0.54613 2.77534 -1.35007 0.081 -0.021 -0.458 0.332
H -0.67034 1.80770 -3.99641 -0.175 0.191 0.438 0.392
H -1.79551 3.16834 -4.06758 0.220 -0.189 0.017 0.441
H -4.74528 1.98666 -2.05605 0.044 0.477 -0.554 0.383
H -3.92988 3.34643 -2.97272 -0.453 0.465 -0.664 0.464
H -3.04009 4.20905 -0.80569 -0.629 -1.018 -0.115 0.140
H -3.28190 2.59183 -0.14065 0.467 -0.657 0.694 0.212
H -5.56357 4.51150 -0.93921 0.383 -0.716 1.132 0.302
H -5.04627 4.07955 0.80413 0.128 0.468 -0.278 0.380
H -5.78062 2.87351 -0.18278 0.190 0.321 -0.280 0.340
```
Positions in Å, forces in eV/Å.

Its frontier orbital gap is 6.426 eV. Its total charge is 0. The relative energy (zero: lowest compared OMol25 entry of this formula, charge and spin) is 48.8 kcal per mole.